{
  "formula": "H18O9",
  "method": "ωB97M-V with the def2-TZVPD basis set",
  "total_energy_ev": -18718.6950,
  "total_charge": 0,
  "relative_energy_ev": 3.440,
  "multiplicity": 1,
  "orbital_gap_ev": 10.5,
  "smiles": "O.O.O.O.O.O.O.O.O",
  "elements": ["H", "H", "H", "H", "H", "H", "H", "H", "H", "H", "H", "H", "H", "H", "H", "H", "H", "H", "O", "O", "O", "O", "O", "O", "O", "O", "O"],
  "coordinates": [[0.149, 1.426, -0.288], [-1.044, 0.553, -0.642], [0.262, -3.590, -0.446], [-0.080, -4.995, -0.914], [1.058, 0.119, -1.326], [1.010, -1.299, -1.870], [1.792, 2.041, -5.363], [0.805, 1.512, -4.336], [-2.799, 1.517, -2.585], [-3.370, 1.297, -3.976], [-4.139, -2.061, 2.676], [-3.849, -1.683, 1.232], [1.818, 3.777, 4.546], [1.033, 2.786, 3.703], [1.761, 0.514, 0.487], [3.213, 0.947, 0.615], [0.363, -1.270, 3.418], [-0.794, -1.302, 4.403], [-0.374, 0.685, 0.038], [0.640, -4.355, -0.894], [1.616, -0.568, -1.707], [1.746, 1.669, -4.475], [-3.628, 1.529, -3.077], [-3.585, -2.299, 1.924], [1.808, 2.854, 4.272], [2.399, 1.147, 0.139], [-0.271, -0.697, 3.863]],
  "atomic_forces_ev_per_a": [[-0.004, 0.399, 0.225], [-0.082, -0.071, 0.194], [0.087, -0.064, 0.038], [0.090, 0.014, -0.014], [0.296, -0.287, -0.081], [0.118, -0.053, -0.097], [0.055, -0.013, 0.070], [0.164, -0.058, 0.027], [-0.143, 0.088, -0.043], [-0.102, 0.023, 0.033], [0.079, -0.048, -0.046], [0.056, -0.061, 0.061], [0.053, -0.103, -0.004], [0.059, -0.128, 0.040], [0.205, -0.144, 0.095], [-0.042, 0.128, -0.150], [-0.054, 0.098, 0.019], [0.022, 0.090, -0.063], [-0.160, 0.074, -0.300], [-0.197, 0.081, 0.011], [-0.322, -0.397, -0.368], [-0.191, 0.096, -0.147], [0.231, -0.091, -0.011], [-0.133, 0.093, -0.018], [-0.095, 0.197, -0.033], [-0.012, 0.301, 0.526], [0.023, -0.165, 0.033]]
}